[1]
Here is C23H30MoN3O5S2Si as an isolated structure from the OMol25 dataset. Energies are from ωB97M-V/def2-TZVPD.

Geometry as XYZ:
```
65
C23H30MoN3O5S2Si | the OMol25 dataset | ωB97M-V/def2-TZVPD
Mo -0.64659 1.61958 0.24907
N -2.35632 2.79795 1.11768
C -2.31562 2.66083 2.61022
C -2.64879 1.25187 3.07750
C -1.65671 0.16591 2.76547
O -1.41617 -0.82454 3.33196
O -0.95206 0.40496 1.49978
H -2.23557 3.78796 0.90352
H -3.28513 2.55207 0.77762
H -3.03826 3.34612 3.05228
H -1.32419 2.96718 2.94199
H -3.60881 0.91665 2.66833
H -2.76659 1.24737 4.16141
N 5.14843 -6.16973 5.88451
C 3.73389 -5.83224 5.45761
C 3.72335 -4.66316 4.46060
N 2.52047 -4.56659 3.66553
H 5.16411 -6.94446 6.55202
H 5.60446 -5.37143 6.33277
H 5.72330 -6.43991 5.08307
H 3.18976 -5.60403 6.37219
H 3.31684 -6.73571 5.01660
H 4.58221 -4.75656 3.78790
H 3.85291 -3.72462 5.00294
H 1.70106 -4.36600 4.22325
H 2.34967 -5.39943 3.11702
C 1.03320 -2.67933 -4.57752
C -0.29995 -2.64874 -4.18696
C -0.78753 -1.56141 -3.48457
C 0.06303 -0.49030 -3.17130
C 1.40700 -0.52753 -3.58189
C 1.88604 -1.62395 -4.27513
Si -0.55938 1.02237 -2.40589
C -0.16580 2.70885 -2.95152
C 0.69103 2.97038 -4.02381
C 1.13784 4.26359 -4.25297
C 0.76006 5.29654 -3.40524
C -0.09379 5.05784 -2.33268
C -0.56558 3.77604 -2.12888
C -2.18627 0.99387 -1.44217
C -2.56361 -0.28442 -0.94961
C -3.89667 -0.64033 -0.86621
C -4.87568 0.24452 -1.31011
C -4.53342 1.49037 -1.83728
C -3.20857 1.86882 -1.89712
H 1.40915 -3.52948 -5.13110
H -0.95889 -3.46750 -4.44127
H -1.83458 -1.53890 -3.20724
H 2.07767 0.29362 -3.35740
H 2.92067 -1.65455 -4.58793
H 1.00976 2.16878 -4.67861
H 1.78885 4.46645 -5.09239
H 1.12178 6.29985 -3.58576
H -0.39455 5.87006 -1.68541
H -1.31210 3.63159 -1.33916
H -1.80168 -0.99871 -0.65514
H -4.17521 -1.61673 -0.49294
H -5.91758 -0.04763 -1.26743
H -5.30405 2.15185 -2.21026
H -2.95018 2.83012 -2.32465
O 2.58870 2.52090 1.90906
S 1.93655 2.88401 0.70739
O 2.35652 3.95243 -0.11941
O 0.34674 3.04819 1.01997
S 1.49085 1.17844 -0.49232
```

## Properties
2S+1   1
Lowest unoccupied orbital energy   -9.59 eV
Energy relative to the best compared isomer or geometry (same formula, charge and spin)   0.0 kJ/mol
Charge   +3

---

[2]
Here is C35H26Br3N6O4Ti as an isolated structure from the OMol25 dataset. Energies are from ωB97M-V/def2-TZVPD.

Geometry as XYZ:
```
75
C35H26Br3N6O4Ti | the OMol25 dataset | ωB97M-V/def2-TZVPD
Ti -0.58217 0.48866 -0.47119
O -2.28680 -0.39372 2.70628
C -1.19746 -0.05646 2.32784
N -1.03091 0.96893 1.36021
C -1.53762 2.20566 1.68580
O -1.92109 2.55932 2.77588
C -1.55015 3.14215 0.50751
C -2.09789 4.40879 0.60224
C -2.10084 5.20534 -0.53245
C -1.54668 4.70906 -1.70304
C -1.01636 3.42981 -1.70719
N -1.01642 2.66094 -0.61997
C 0.05900 -0.73836 2.77492
C -0.01235 -1.66683 3.80651
C 1.14919 -2.33085 4.16149
C 2.31797 -2.04240 3.47362
C 2.27817 -1.09621 2.46018
N 1.17440 -0.44883 2.10937
H -2.51258 4.72681 1.54756
H -2.53393 6.19514 -0.50791
H -1.53272 5.29553 -2.60903
H -0.59265 2.99374 -2.60316
H -0.95931 -1.85627 4.29020
H 1.14318 -3.06079 4.95819
H 3.24736 -2.53542 3.71868
H 3.17456 -0.85405 1.90078
C 0.78756 0.29652 -4.62086
C 1.12660 0.31927 -3.16515
O 0.25166 0.62051 -2.32575
N 2.35300 0.01208 -2.78038
C 2.71246 -0.10493 -1.37032
C 2.75304 1.20872 -0.63467
C 3.95393 1.89621 -0.52362
C 4.01136 3.05485 0.23235
C 2.85860 3.47144 0.87297
C 1.70025 2.73274 0.70041
N 1.62323 1.63706 -0.05331
H 0.17999 -0.58827 -4.81432
H 1.66942 0.26455 -5.25540
H 0.18694 1.17079 -4.86349
H 3.03418 -0.21907 -3.48666
H 3.70012 -0.56396 -1.34209
H 2.02408 -0.80851 -0.88292
H 4.83785 1.50852 -1.01099
H 4.93637 3.60358 0.33559
H 2.84526 4.34696 1.50418
H 0.79691 3.03574 1.21101
Br -3.43181 -2.38965 0.07374
C -1.78267 -3.07965 0.63239
C -1.81326 -4.26392 1.40312
C -0.65912 -4.86229 1.80103
Br -0.75845 -6.40281 2.88849
C 0.60129 -4.35198 1.39225
C 1.83421 -4.96571 1.69587
C 2.99221 -4.42423 1.21663
C 2.90761 -3.26349 0.42919
N 1.78832 -2.65263 0.14235
C 0.63186 -3.17032 0.61549
C -0.58775 -2.48793 0.29543
O -0.50445 -1.27837 -0.27619
H -2.77272 -4.67278 1.68250
H 1.84363 -5.86462 2.29630
H 3.95198 -4.87533 1.41914
H 3.81453 -2.82621 0.02383
Br -6.77446 0.83026 -3.23294
C -5.06083 0.71064 -2.44340
C -4.90325 1.00086 -1.09704
C -3.64274 0.92171 -0.52775
C -2.52067 0.55766 -1.27548
C -2.71770 0.26089 -2.62319
C -3.97589 0.32924 -3.21161
H -5.75840 1.27629 -0.49643
H -3.56270 1.11025 0.53793
H -1.88842 -0.05451 -3.24547
H -4.10904 0.08417 -4.25607
```

## Properties
2S+1   1
Lowest unoccupied orbital energy   -3.02 eV
Energy relative to the best compared isomer or geometry (same formula, charge and spin)   120.6 kJ/mol
Charge   +1

---

[3]
Here is one molecule with the formula C8H7NO4S from the OMol25 dataset. Energies are from ωB97M-V/def2-TZVPD.

Geometry as XYZ:
```
21
C8H7NO4S | the OMol25 dataset | ωB97M-V/def2-TZVPD
C 0.30615 1.90225 -0.57023
C 1.29689 1.26900 -1.27833
C -0.65447 1.21972 0.13712
C 1.32585 -0.17205 -1.29418
C -0.78027 -0.15969 -0.05403
C 0.17408 -0.84185 -0.78801
C -1.21223 -2.41214 -0.14421
C -2.84822 -0.96157 1.11853
N -1.62806 -1.16313 0.31007
O 3.17493 -1.16027 0.36999
O 3.38502 1.18783 0.40922
O 1.35746 0.15061 1.44726
O -0.10540 -2.13640 -0.78522
S 2.50217 0.09830 0.56572
H 0.41166 3.04900 -0.47541
H 2.00335 1.77053 -1.76099
H -1.33826 1.88921 0.72584
H 2.08373 -0.81054 -1.90009
H -2.75235 -0.97478 2.26645
H -3.24967 0.12524 0.81009
H -3.45233 -1.86929 0.89041
```

## Properties
2S+1   1
Lowest unoccupied orbital energy   -1.24 eV
Energy relative to the best compared isomer or geometry (same formula, charge and spin)   248.8 kJ/mol

---

[4]
Here is C19H11Cl2F5N2O10P2V as an isolated structure from the OMol25 dataset. Energies are from ωB97M-V/def2-TZVPD.

Geometry as XYZ:
```
52
C19H11Cl2F5N2O10P2V | the OMol25 dataset | ωB97M-V/def2-TZVPD
V -0.25577 0.03006 0.52220
O -1.52364 1.13757 3.56802
P -0.51558 -0.06294 3.64055
O -0.76569 -0.93268 4.79488
O -0.46914 -0.71708 2.23089
O 0.94990 0.65310 3.74944
P 2.00067 0.67848 2.51809
O 3.10742 1.74173 3.03513
O 2.67412 -0.63532 2.35478
O 1.28605 1.32217 1.34215
H -1.63111 1.51183 2.65193
H 3.80674 1.21579 3.45156
Cl -1.31029 7.13976 -1.40255
C -1.35483 5.52012 -0.69866
C -1.96510 5.34157 0.53062
C -2.00039 4.05629 1.06772
Cl -2.83007 3.85748 2.59249
C -1.45325 2.92235 0.44784
O -1.57140 1.73334 0.94496
C -0.80389 3.16249 -0.82663
C -0.19391 2.12528 -1.54341
O -0.05191 0.90179 -1.09492
C -0.79021 4.46764 -1.37535
H -2.41320 6.16858 1.06123
H 0.19945 2.32591 -2.53833
H -0.31878 4.62847 -2.33763
F -3.29213 -0.64306 1.58440
C -3.11244 -1.15901 0.35831
C -1.88903 -1.06641 -0.28604
C -1.89565 -1.63860 -1.54221
F -0.77586 -1.64288 -2.31477
C -2.98995 -2.24875 -2.13686
F -2.91541 -2.78498 -3.37348
C -4.17972 -2.31050 -1.44420
F -5.26104 -2.89676 -1.99073
C -4.24190 -1.75887 -0.18082
F -5.40215 -1.81255 0.49855
N 5.01905 -3.41600 -2.52332
C 4.00163 -3.96392 -1.79261
O 3.89753 -5.16560 -1.65129
C 3.03083 -2.99202 -1.17370
C 3.19594 -1.61695 -1.21750
C 2.23076 -0.80164 -0.65521
N 1.12155 -1.29767 -0.10462
C 0.98690 -2.61855 -0.01582
C 1.91719 -3.50162 -0.53496
H 5.54370 -4.07302 -3.07529
H 4.93326 -2.48104 -2.87753
H 4.07809 -1.14460 -1.62898
H 2.33204 0.27346 -0.62843
H 0.09010 -2.96330 0.48229
H 1.77053 -4.56894 -0.46217
```

## Properties
2S+1   2
Lowest unoccupied orbital energy (alpha / beta)   3.97 / 3.92 eV
Energy relative to the best compared isomer or geometry (same formula, charge and spin)   56.4 kJ/mol
Charge   -2
⟨S²⟩   0.769

---

[5]
Here is C21H21F6KN6O2PS2Se as an isolated structure from the OMol25 dataset. Energies are from ωB97M-V/def2-TZVPD.

Geometry as XYZ:
```
61
C21H21F6KN6O2PS2Se | the OMol25 dataset | ωB97M-V/def2-TZVPD
K -0.21006 2.62586 -0.12573
C 1.39906 -1.45427 2.84399
C 0.05400 -1.03094 2.33569
N -0.23541 -1.38460 1.11159
N -1.48565 -1.46592 0.72618
C -1.75830 -1.10841 -0.54155
S -0.69606 -0.56720 -1.69625
S -3.51840 -1.18483 -0.76527
C -3.70202 -1.50222 -2.54476
C -3.38470 -2.91997 -2.93436
C -4.32792 -3.92472 -2.72521
C -4.05201 -5.24223 -3.05264
C -2.81841 -5.58009 -3.59513
C -1.87320 -4.58784 -3.80895
C -2.15489 -3.26698 -3.48472
C -0.84223 -0.23849 3.13507
C -0.87990 -0.43727 4.53112
C -1.71827 0.28039 5.34434
C -2.51976 1.28988 4.76191
C -2.45909 1.56123 3.42789
C -1.59865 0.83342 2.53356
O -1.47929 1.17681 1.32836
H 1.29284 -2.30252 3.52798
H 1.88022 -0.63486 3.37761
H 2.02001 -1.76755 2.00696
H -3.11075 -0.77493 -3.09701
H -4.75970 -1.29871 -2.72307
H -5.28506 -3.66688 -2.28512
H -4.79833 -6.00864 -2.87917
H -2.59637 -6.61025 -3.84678
H -0.90681 -4.84099 -4.22752
H -1.41520 -2.49427 -3.64574
H -0.25473 -1.21345 4.95991
H -1.76724 0.07957 6.40684
H -3.18142 1.87275 5.39406
H -3.04492 2.35768 2.98440
F 1.41435 2.23774 -1.94170
P 2.64935 2.91803 -2.77569
F 1.82807 2.74348 -4.14231
F 3.28691 1.42065 -2.96994
F 3.47632 3.05120 -1.37559
F 2.01382 4.36907 -2.53241
F 3.89971 3.55082 -3.57244
Se -4.55010 6.67639 -0.61629
C -3.18826 5.49313 -0.45564
N -2.31198 4.73507 -0.35204
C 5.18381 0.67141 -0.42944
N 4.24370 1.08931 0.58411
C 4.44206 2.22899 1.44534
C 3.04163 2.39247 2.05559
O 2.78404 3.18244 2.94007
N 2.17551 1.52175 1.42830
C 2.91165 0.83675 0.56026
N 2.41811 -0.10751 -0.25813
H 6.18221 0.96785 -0.11074
H 4.97283 1.12639 -1.39800
H 5.16806 -0.41645 -0.52516
H 4.70797 3.12721 0.88185
H 5.18580 2.04190 2.22243
H 1.41006 -0.24068 -0.25061
H 2.84299 -0.18597 -1.17027
```

## Properties
2S+1   2
Lowest unoccupied orbital energy (alpha / beta)   3.94 / 2.43 eV
Energy relative to the best compared isomer or geometry (same formula, charge and spin)   0.0 kJ/mol
Charge   -2
⟨S²⟩   0.769

---

[6]
Here is C7H13N2 as an isolated structure from the OMol25 dataset. Energies are from ωB97M-V/def2-TZVPD.

Geometry as XYZ:
```
22
C7H13N2 | the OMol25 dataset | ωB97M-V/def2-TZVPD
C -2.69738 0.41365 -0.26562
C -2.47468 -0.95559 0.24086
C -0.51778 0.13942 0.66227
C 1.41023 -1.21185 0.07908
C 1.68916 1.29454 0.76865
C 0.64756 0.44619 -1.59856
C 0.82455 0.31535 0.02090
N -1.75026 1.26637 -0.12660
N -1.26998 -1.08406 0.66472
H -3.74209 0.76965 -0.66705
H -3.22111 -1.67193 0.28646
H -0.62630 0.59021 1.63036
H 2.52768 -0.98805 0.37877
H 1.43837 -1.78706 -0.83138
H 1.03012 -1.72448 0.99879
H 1.29705 2.28075 0.61136
H 1.67186 0.97704 1.86191
H 2.71928 1.29869 0.41327
H 0.08044 1.37459 -1.88265
H -0.00612 -0.39680 -1.94001
H 1.65314 0.53936 -2.09374
H -0.68374 -1.88599 0.78821
```

## Properties
2S+1   3
Lowest unoccupied orbital energy (alpha / beta)   -3.27 / -8.14 eV
Energy relative to the best compared isomer or geometry (same formula, charge and spin)   175.5 kJ/mol
Charge   +1
⟨S²⟩   2.022

---

[7]
Here is one molecule with the formula C5H6O from the OMol25 dataset. Energies are from ωB97M-V/def2-TZVPD.

Geometry as XYZ:
```
12
C5H6O | the OMol25 dataset | ωB97M-V/def2-TZVPD
C -0.30854 1.41504 -0.03627
C -1.47833 0.19182 -0.10635
C -0.80355 -1.07591 -0.03707
C 1.80610 -1.05538 0.03396
C 0.50997 -0.91306 0.08596
O -2.65494 0.44542 -0.03331
H -1.34347 -1.99810 0.13956
H 0.36027 1.45569 0.82682
H 0.17644 1.52726 -1.00583
H -0.97779 2.26908 0.09960
H 2.48460 -0.24161 0.25769
H 2.22923 -2.02025 -0.22477
```

## Properties
2S+1   1
Lowest unoccupied orbital energy (alpha / beta)   -0.91 / -0.91 eV
Energy relative to the best compared isomer or geometry (same formula, charge and spin)   353.7 kJ/mol

---

[8]
Here is a 2-piece molecular cluster, C4H12N3 overall from the OMol25 dataset. Energies are from ωB97M-V/def2-TZVPD.

Geometry as XYZ:
```
19
C4H12N3 | the OMol25 dataset | ωB97M-V/def2-TZVPD
C -1.28058 -0.66976 1.26582
C -1.14550 -1.75137 0.48384
N 0.01826 -2.33333 0.12543
N -2.59922 -0.01924 1.31044
H -0.45273 -0.12745 1.69669
H -2.01786 -2.23664 0.06087
H -0.00940 -2.96593 -0.65583
H 0.86153 -1.78466 0.18925
H -2.56601 0.89231 0.84800
H -2.92436 0.14875 2.26758
H -3.29828 -0.58432 0.82811
C 1.14212 2.03183 -0.84447
C 3.01953 0.74906 -1.26181
N 2.56939 1.84826 -0.84987
H 0.85098 2.72676 -0.05735
H 0.59902 1.07320 -0.75479
H 0.76791 2.47503 -1.76773
H 4.09417 0.60529 -1.29338
H 2.37104 -0.07779 -1.59080
```

## Properties
2S+1   1
Lowest unoccupied orbital energy   -3.72 eV
Energy relative to the best compared isomer or geometry (same formula, charge and spin)   299.9 kJ/mol
Charge   +1

---

[9]
Here is C10H26F2HgNO11S2 as an isolated structure from the OMol25 dataset. Energies are from ωB97M-V/def2-TZVPD.

Geometry as XYZ:
```
53
C10H26F2HgNO11S2 | the OMol25 dataset | ωB97M-V/def2-TZVPD
Hg -29.36725 15.32360 29.21111
O -29.64418 17.62398 29.44185
C -28.65132 18.61352 29.37570
C -27.77895 18.82528 28.06142
O -28.26895 18.54138 26.84660
H -27.93220 18.48472 30.19882
H -29.22107 19.53676 29.56953
H -26.84617 18.22712 28.26205
H -27.26405 19.81457 28.15006
O -30.90609 15.18917 27.52762
C -31.08901 14.65460 26.23609
C -30.77174 15.42482 24.90638
O -31.23645 16.71315 24.83930
H -32.13455 14.29013 26.18226
H -30.48738 13.71625 26.24584
H -30.98571 14.80518 24.00535
H -29.65863 15.48570 24.84644
N -28.35586 15.54725 31.22573
S -26.89801 16.03961 31.51650
O -25.80977 15.07537 31.56890
O -26.79202 17.33496 32.19559
F -26.61184 16.55194 30.00363
S -28.43634 15.02216 32.82454
O -28.61481 16.01448 33.84691
O -27.75136 13.79746 33.11516
F -29.92394 14.41401 32.69878
C -27.80702 11.42028 30.90006
C -27.83132 12.34389 29.67064
O -29.10849 12.95415 29.53037
H -26.75387 11.19207 31.07843
H -28.29873 10.48151 30.62522
H -28.25343 11.96396 31.72412
H -27.51201 11.85889 28.74567
H -27.09382 13.10570 29.93109
H -29.82601 12.32446 29.64458
C -25.37318 14.73798 27.54339
C -26.74869 14.63802 26.87606
O -27.67511 15.47293 27.51428
H -25.08108 15.76572 27.77940
H -24.59348 14.45598 26.82460
H -25.30187 14.24155 28.51188
H -27.11135 13.60664 26.83374
H -26.64869 14.86440 25.80579
H -27.37315 16.38472 27.35334
C -32.80761 13.42277 30.93783
C -32.74680 14.82814 30.28528
O -31.54464 15.47064 30.65898
H -31.96378 12.85876 30.54502
H -33.80117 12.97289 30.92919
H -32.57425 13.53693 32.00300
H -33.56793 15.49884 30.55519
H -32.71263 14.69729 29.19890
H -31.74796 16.14937 31.30355
```

## Properties
2S+1   1
Lowest unoccupied orbital energy   6.14 eV
Energy relative to the best compared isomer or geometry (same formula, charge and spin)   180.8 kJ/mol
Charge   -3